No. 1
Below is C22H30AuCl5N2O4PSi as an isolated structure, with properties calculated with ωB97M-V/def2-TZVPD.

```
66
Properties=species:S:1:pos:R:3:forces:R:3:lowdin_spin:R:1
C 12.3801 17.2695 7.3680 -0.63 -0.23 -0.30 -0.028
C 10.7271 12.2010 11.7612 0.62 -0.21 -0.93 0.002
C 7.9272 7.0003 6.2941 0.19 -0.29 -0.04 0.000
C 8.0142 8.4594 10.0670 0.19 -0.14 0.13 0.000
C 12.1864 14.5339 6.8746 0.00 -0.73 -0.05 0.139
C 11.4899 11.5497 12.7649 -0.75 0.30 -0.07 0.001
H 12.8315 11.8372 9.0233 -0.35 -0.13 0.59 0.000
O 11.5445 9.8971 7.8885 -0.56 0.15 -0.57 0.015
H 7.2560 9.2351 10.1978 -0.02 -0.11 0.00 0.000
H 7.2707 7.8321 6.5483 -0.12 -0.13 0.09 0.000
C 12.6960 10.9887 12.3667 -0.05 -0.10 -0.23 0.001
Cl 15.0964 17.1956 7.3937 -0.42 -0.15 0.03 0.091
H 11.0970 11.4827 13.8006 0.51 0.04 -0.79 0.000
C 9.3610 9.1096 9.8195 0.16 -0.55 -0.36 0.000
H 7.1491 14.3812 5.4994 0.00 -0.15 -0.02 0.001
Si 7.0286 12.4627 7.0649 -0.04 -0.35 0.03 0.243
H 13.3223 10.4486 13.0805 -0.32 0.25 -0.11 0.000
H 8.8866 13.0664 12.5734 0.81 -0.21 -0.83 0.000
C 13.4417 15.0984 7.0178 -0.71 -0.74 -0.16 -0.007
H 8.0215 6.3047 7.1420 -0.09 0.33 -0.18 0.000
H 5.3110 10.7548 6.6770 0.29 -0.02 0.09 0.007
O 9.9069 8.1957 7.0632 0.02 1.02 -0.44 0.034
H 6.6023 10.1146 7.7438 -0.09 -0.04 0.01 0.000
H 14.3045 8.1873 6.9889 -0.32 0.03 0.34 0.000
P 10.0103 9.8561 7.2772 0.18 -1.77 1.49 0.079
O 9.7922 14.7550 6.8678 1.41 1.09 0.00 0.336
H 14.1354 10.6283 10.7909 -0.42 0.26 0.04 0.000
H 7.7427 7.8224 9.2192 -0.02 0.12 0.15 0.000
C 11.1553 12.2535 10.3961 -0.08 0.09 0.92 0.003
H 9.6748 9.7231 10.6571 0.13 0.04 0.19 0.000
H 13.3218 10.4786 7.0216 -0.05 -0.01 -0.06 0.000
C 13.1642 11.0755 11.0299 -0.37 0.39 0.02 0.000
H 6.4811 14.2676 8.6635 -0.07 0.04 0.14 0.001
N 9.5095 12.8950 11.7666 -0.25 -0.14 1.42 0.001
C 11.1127 16.7077 7.1749 0.56 0.23 0.40 0.159
C 12.6709 9.6025 7.0270 -0.41 -0.48 -0.10 0.002
H 9.9716 6.7146 5.6385 -0.13 0.33 0.04 0.000
C 6.1160 13.2554 8.4837 -0.01 0.04 0.08 0.042
H 6.8783 10.2401 5.9920 -0.24 0.19 0.36 0.000
C 12.4314 11.7305 10.0416 -0.45 0.05 0.10 0.001
H 13.6493 8.6175 8.6218 0.16 -0.24 -0.10 0.000
Au 9.4351 12.5159 7.5115 -0.95 -0.42 -0.25 0.318
C 13.5525 16.4837 7.2651 -0.02 0.22 0.00 0.208
H 5.0412 13.3154 8.2485 0.30 -0.02 0.00 0.008
H 12.7226 7.5157 7.5551 0.40 0.35 0.04 0.000
H 7.0696 12.8343 4.6160 -0.14 0.25 0.39 0.000
C 9.2508 13.3107 10.5181 0.13 -0.07 -0.45 0.008
H 10.1463 8.3681 9.5910 -0.33 0.30 0.22 0.001
C 10.9297 15.2757 6.9731 -0.13 -0.01 -0.26 0.088
H 9.2339 8.2559 5.0748 0.02 -0.38 0.31 0.001
C 13.3974 8.3902 7.5827 -0.28 -0.01 -0.22 0.000
Cl 9.7065 17.6511 7.2535 0.03 -0.01 -0.01 0.063
Cl 14.8384 14.1062 6.8821 -0.14 0.25 0.04 -0.015
C 6.7005 13.3812 5.5034 0.03 0.45 -0.83 0.054
O 9.2208 10.0099 8.7013 0.27 0.00 -0.88 0.028
H 8.3940 13.9126 10.2492 -0.08 -0.18 0.16 0.001
C 9.2935 7.5340 5.9137 0.18 0.47 0.08 0.002
H 8.0470 7.8419 10.9752 -0.02 0.15 -0.22 0.000
Cl 12.0083 12.8279 6.5440 0.48 0.89 -0.03 0.039
C 6.3974 10.7251 6.8640 0.22 -0.41 -0.42 0.043
H 5.6138 13.5283 5.3821 0.25 -0.15 0.06 0.010
N 10.1594 12.9428 9.6507 1.16 -0.24 0.51 0.038
Cl 12.5230 18.9442 7.6710 0.01 0.02 0.01 -0.021
H 7.4884 6.4312 5.4635 0.10 0.23 0.12 0.000
H 12.3080 9.4053 6.0030 0.21 0.16 0.22 0.001
H 6.2232 12.6449 9.3826 0.00 0.12 0.09 0.000
```
Positions in Å, forces in eV/Å.

Summary:
- Multiplicity: 3
- HOMO energy (spin up / spin down): -10.2 / -11.5 eV
- Charge: +1
- Orbital gap (spin up / spin down): 7.6790 / 5.7230 eV


No. 2
Below is C22H30BiNO5 as an isolated structure, with properties calculated with ωB97M-V/def2-TZVPD.

```
59
Properties=species:S:1:pos:R:3:forces:R:3:mulliken_charge:R:1
C 2.4129 -2.0523 1.7598 -0.06 -0.02 -0.03 -0.969
C -0.5440 0.7053 -2.8746 -0.23 -0.08 -0.23 -0.088
O -0.5923 -0.0142 2.9758 0.23 0.15 -0.35 -0.096
H -0.0073 -1.8143 3.7235 -0.05 -0.03 0.06 0.178
C 0.2487 -0.7641 3.8589 0.05 -0.13 -0.02 -0.594
H 1.9558 0.5274 3.7465 0.07 -0.04 0.07 0.276
H 2.3207 -1.1439 4.2249 0.08 0.03 -0.04 0.482
H 0.0523 -0.5127 4.9029 -0.03 0.04 -0.01 0.583
H 4.0402 2.7915 -0.0440 -0.02 0.01 0.00 0.480
H -1.4401 -1.0958 -2.1892 -0.08 -0.20 0.08 0.155
O -1.4418 1.8783 1.1167 0.23 -0.57 -0.04 -0.393
H -0.4069 2.8112 2.5660 -0.01 0.00 -0.06 0.281
H -2.8942 -2.5905 0.6314 0.01 0.03 -0.05 0.515
H 5.4736 1.6823 -1.7137 -0.01 0.01 0.01 0.463
C 2.4670 0.5602 -2.8061 0.07 -0.08 -0.02 -0.302
H 0.5974 -3.1386 2.2466 -0.10 0.03 -0.06 0.350
H -3.1829 -0.1929 1.8786 0.07 -0.06 0.01 0.288
H -0.8137 1.4696 4.4167 -0.03 0.03 0.02 0.568
H 0.1963 2.4865 -3.8200 -0.01 0.00 -0.02 0.505
H -0.8384 -3.8928 0.4459 0.08 0.03 0.01 0.503
C -1.2927 1.5018 -5.0146 -0.01 0.03 -0.06 -0.690
C 2.2129 1.9878 -0.8554 -0.03 0.03 -0.17 -0.342
H -2.1613 2.9101 2.7582 0.04 0.07 -0.04 0.445
C -2.1688 0.4312 -5.1184 -0.04 -0.07 0.01 -0.526
H 1.6000 -3.8553 0.9756 -0.05 -0.01 -0.01 0.482
C -2.2329 -0.5056 -4.0975 -0.03 0.00 -0.04 -0.789
O 0.4490 -2.2520 0.3641 -0.09 0.13 0.09 -0.324
C 4.4021 1.5386 -1.7364 0.02 0.06 0.06 -0.623
C -0.4811 1.6450 -3.9011 0.07 0.05 0.12 -0.189
C -1.3352 2.2430 2.5048 0.01 0.15 0.23 -0.702
H 1.5679 2.6433 -0.2739 0.00 0.02 -0.04 0.812
C 3.6028 2.1495 -0.7967 0.13 -0.04 0.04 -0.941
O 2.0752 -0.7377 2.1943 -0.30 -0.02 -0.18 -0.327
H -0.9839 -2.8467 -0.9635 0.04 0.00 -0.06 0.411
C 1.6440 1.1678 -1.8501 0.13 0.08 0.08 -0.068
H 3.0386 -1.9034 0.8788 0.08 -0.05 0.02 0.325
C 1.2213 -2.9133 1.3802 0.36 -0.07 0.22 -0.353
H -1.7535 -2.0598 1.8891 -0.07 0.09 0.07 0.204
H -2.3104 0.7725 3.7910 -0.01 -0.01 0.00 0.311
H -3.9683 -0.2073 0.2838 0.00 -0.04 0.03 0.522
H 3.0023 -2.5753 2.5170 0.01 0.00 0.00 0.456
H -2.6583 1.6877 -0.4829 -0.01 0.08 0.01 0.252
C -1.3033 1.0948 3.5157 -0.19 -0.07 -0.15 -0.648
H 4.4656 0.3004 -3.4947 0.00 0.00 0.00 0.426
C 1.7170 -0.5210 3.5588 -0.06 0.04 0.07 -0.644
H -2.7935 0.3201 -5.9939 0.00 0.02 0.00 0.421
H -1.2471 2.2348 -5.8087 0.04 0.01 0.02 0.413
H 2.0238 -0.0712 -3.5655 0.00 0.03 -0.02 0.533
N 0.2723 0.8681 -1.7227 -0.19 0.00 -0.01 0.318
H -3.5068 2.1203 1.0193 0.02 0.03 -0.02 0.544
C -1.4219 -0.3691 -2.9832 0.19 0.20 0.08 0.192
Bi 0.3036 0.2754 0.2879 -0.21 0.22 0.38 2.139
C -2.7219 1.4956 0.5895 -0.16 -0.10 -0.07 -0.852
C -0.8302 -2.8533 0.1137 -0.31 -0.13 -0.14 -0.943
C -3.0470 0.0328 0.8192 -0.09 0.27 0.10 -0.437
O -1.9753 -0.7605 0.2880 0.39 0.13 0.11 -0.215
C 3.8287 0.7619 -2.7517 -0.09 -0.01 -0.01 -0.746
C -1.9366 -2.0974 0.8129 0.11 -0.27 -0.02 -0.455
H -2.9006 -1.3537 -4.1779 0.00 0.02 0.00 0.423
```
Positions in Å, forces in eV/Å.

Summary:
- HOMO energy: -13.5 eV
- Charge: +2
- Orbital gap: 6.9293 eV


No. 3
Below is C22H30BrF4N6O2SeSr as an isolated structure, with properties calculated with ωB97M-V/def2-TZVPD.

```
67
Properties=species:S:1:pos:R:3:forces:R:3:mulliken_charge:R:1
H -3.6497 0.7537 -1.0848 0.07 0.05 -0.01 -0.140
N 3.4126 0.0886 -0.4193 -0.03 -0.04 0.09 0.306
N -2.4014 -1.8515 -3.1342 -0.04 -0.08 -0.02 -0.712
C -4.2247 -0.1530 -0.8831 0.20 0.11 0.06 0.132
C -0.8203 3.4840 2.4867 -0.06 0.08 0.05 -0.322
C -1.7408 4.4178 2.0460 0.02 0.01 0.06 -0.549
H -4.9576 -0.2410 -1.6892 -0.06 -0.07 0.06 0.439
C 2.3335 3.9139 -1.8658 0.02 0.01 0.02 -0.848
H 5.8447 -2.1699 0.0908 -0.01 0.01 0.01 0.455
H -2.9489 -1.1309 -3.5858 -0.10 -0.04 0.02 0.262
C -1.3246 2.0805 0.6209 -0.01 -0.02 -0.08 0.293
H -1.5098 -0.6232 -1.6981 0.10 -0.08 -0.14 -0.364
H 3.3671 -4.5772 0.5078 0.00 0.00 0.00 0.337
H 2.8774 -2.0143 -1.9975 0.00 0.00 0.00 0.388
H 2.2970 -3.5842 -1.3789 0.00 0.01 0.00 0.435
Se 0.7343 1.0900 2.5076 -0.48 -0.10 -0.17 -0.258
H -0.2593 3.6679 3.3946 0.00 0.00 -0.01 0.378
H 3.8408 -3.4827 -2.2419 0.00 0.00 0.00 0.339
C 4.2377 -3.9351 0.3766 -0.01 0.00 0.01 -1.466
C 3.1799 -2.9563 -1.5359 0.01 -0.02 -0.07 -1.284
N -4.0472 0.2621 1.5822 0.19 -0.06 -0.02 -0.051
Br 2.1733 -2.9426 3.1016 -0.08 0.03 0.03 -0.816
H 4.6932 -0.3717 1.1928 0.01 -0.01 -0.01 0.145
Sr 1.5973 -1.3825 0.6356 -0.33 0.16 0.24 1.526
H -1.8557 0.4177 2.8684 0.27 0.16 0.05 0.041
H 5.2306 -1.6956 -1.4915 0.02 -0.01 0.00 0.368
H -1.8883 -1.1410 3.5005 0.00 0.05 -0.03 0.264
C 1.8770 1.6176 -1.3170 0.02 -0.02 0.03 0.438
H 4.9927 -4.4703 -0.2218 0.00 -0.01 0.00 0.365
H -2.6995 2.9090 -0.8079 -0.09 -0.10 -0.04 0.437
H -2.8811 -2.7429 -3.1887 0.05 -0.02 -0.02 0.307
N 3.8380 -2.6865 -0.2622 -0.05 -0.03 -0.02 0.721
H -3.3227 -2.6579 2.6887 -0.02 0.02 -0.04 0.283
C 3.6024 3.6926 -1.3660 -0.04 0.01 -0.02 0.232
H -2.7743 -1.2668 0.1633 -0.02 -0.06 0.17 0.112
C -2.2187 3.0477 0.1520 0.14 -0.19 0.05 -0.569
C -0.5738 2.2927 1.7845 0.08 -0.04 0.22 -0.690
H -3.8794 -2.2816 -0.7645 -0.01 -0.01 -0.04 0.345
C 4.9735 -1.7591 -0.4269 0.02 -0.02 -0.02 -1.180
O -0.5791 -2.2260 -0.1051 0.15 -0.29 -0.15 -0.643
H -3.5592 1.1533 1.5846 0.04 -0.01 -0.09 0.063
C 1.4790 2.8222 -1.8230 0.01 0.03 0.01 0.302
C -1.3626 -2.6714 -1.0166 0.56 0.51 -0.07 0.088
H 5.5404 0.2647 -0.2181 0.00 0.06 0.08 0.464
N -3.9506 -1.9462 2.3455 -0.03 -0.14 0.00 -0.454
C -2.4430 4.2142 0.8628 0.07 0.04 -0.04 -0.583
H 2.0247 4.8740 -2.2468 0.00 0.00 -0.01 0.464
F 5.3008 2.4188 -0.4013 -0.02 -0.01 -0.01 -0.377
C -3.4565 -0.6940 2.3044 -0.05 0.12 0.05 0.729
C -4.9542 0.0350 0.4512 -0.11 0.06 0.08 -1.132
H -1.8948 5.3245 2.6202 0.00 0.00 -0.01 0.340
C -3.2992 -1.3500 -0.7836 0.06 0.01 -0.14 -0.808
H -5.5726 -0.8334 0.6859 -0.07 0.03 -0.06 0.417
C 4.6941 -0.3508 0.0918 0.03 -0.04 -0.15 -0.612
H -4.5243 -2.2501 1.5778 0.02 0.01 0.00 0.255
H -3.1117 4.9708 0.4766 -0.08 0.03 0.02 0.398
H -1.1761 1.1667 0.0533 0.09 0.05 -0.04 0.373
F 4.4872 4.7151 -1.3605 0.00 0.01 0.00 -0.356
F 0.9807 0.5857 -1.2911 -0.08 -0.06 -0.02 -0.100
N -2.4283 -0.3941 3.0859 0.07 0.01 -0.09 -0.387
F 0.2233 2.9503 -2.3044 -0.06 -0.02 0.02 -0.363
O -1.6423 -3.8389 -1.2714 -0.06 0.02 -0.10 -0.754
H -5.6261 0.8920 0.4164 -0.01 0.00 0.01 0.403
H 4.6304 -3.7299 1.3699 0.01 0.00 0.00 0.412
C -2.1118 -1.5335 -1.7542 -0.35 -0.04 0.36 1.053
C 4.0242 2.4786 -0.8706 0.06 -0.03 0.07 0.439
C 3.1827 1.3343 -0.8196 -0.04 0.00 -0.11 -0.731
```
Positions in Å, forces in eV/Å.

Summary:
- HOMO energy: -4.1 eV
- Charge: -1
- Orbital gap: 6.0964 eV


Which of these has the lowest charge? C22H30BrF4N6O2SeSr


charge of number 3 (C22H30BrF4N6O2SeSr)? -1


What is the charge in the second record? +2